# 1
37
Properties=species:S:1:pos:R:3:forces:R:3 method="wB97M-V/def2-TZVPD" lumo_ha="-0.19679 / -0.19681" multiplicity=1 homo_energy_ev="-11.552 / -11.550" charge=+1 de_lowest_kj_mol=181.3
Au 0.740239 0.274558 -0.628657 -1.615 -1.092 -1.260
O 0.723057 3.686324 2.188271 0.253 0.073 0.578
C 0.859607 2.653017 1.386555 -0.537 -0.020 -0.784
O 0.266621 2.532068 0.333059 0.227 0.837 0.579
C 1.806048 1.616206 1.881008 0.418 -0.316 0.331
C 2.454512 1.670404 3.099771 -0.154 0.294 -0.228
C 3.310691 0.630742 3.447553 0.159 -0.275 -0.084
C 3.506108 -0.422319 2.569828 0.089 0.239 0.171
C 2.814956 -0.425132 1.366788 -0.064 0.043 -0.175
N 1.994979 0.573708 1.051695 -0.817 -0.115 0.556
C 2.935288 -1.559417 0.345117 -0.331 -0.638 -1.146
O 3.728962 -2.450789 0.566337 0.115 0.271 0.497
O 2.150229 -1.460725 -0.671303 1.055 -0.099 0.417
H 0.086933 4.317850 1.824978 -0.084 0.007 -0.178
H 2.294100 2.518463 3.749872 0.009 -0.026 0.012
H 3.828742 0.647080 4.396813 -0.020 0.028 0.014
H 4.176156 -1.244218 2.780527 -0.041 -0.031 -0.036
C -0.918500 0.502898 -4.646923 -0.046 -0.057 0.059
C -2.167211 -0.083649 -4.490542 0.052 0.012 0.012
C -2.551185 -0.556266 -3.248284 0.102 0.023 -0.005
C -1.683873 -0.430236 -2.170678 -0.305 -0.071 -0.206
N -0.477295 0.140784 -2.349258 0.323 -0.031 1.117
C -0.095854 0.590944 -3.544204 0.211 0.072 -0.097
C -1.964649 -0.868810 -0.806759 -0.040 0.019 -0.093
C -3.137554 -1.503515 -0.395896 0.112 0.010 0.000
C -3.303504 -1.882098 0.925619 -0.048 -0.043 0.099
C -2.307647 -1.644303 1.861376 0.033 0.021 -0.179
C -1.126519 -1.014342 1.473958 0.393 0.111 0.189
C -0.998098 -0.644458 0.163079 0.601 0.721 -0.180
H -0.582322 0.876960 -5.602205 0.018 0.008 0.012
H -2.835977 -0.173843 -5.335757 -0.003 -0.006 0.008
H -3.516422 -1.021712 -3.119519 -0.007 0.005 0.046
H 0.894620 1.022605 -3.607924 -0.001 0.001 0.020
H -3.921398 -1.709179 -1.112495 0.006 0.010 -0.007
H -4.216758 -2.373892 1.231401 0.000 0.007 -0.025
H -2.430425 -1.946290 2.892499 -0.018 -0.008 -0.013
H -0.336657 -0.839419 2.194302 -0.046 0.011 -0.021

=====

# 2
38
Properties=species:S:1:pos:R:3:forces:R:3 method="wB97M-V/def2-TZVPD" lumo_ha=0.00798 multiplicity=1 homo_energy_ev=-7.707 charge=0 smiles="COCCCn1nnnc1SCC(=O)N1CCCC1" de_lowest_kj_mol=1377.7
C -2.969294 -1.412091 -1.986661 2.299 0.517 -5.320
H -1.870236 -1.871161 -1.976152 -2.130 0.604 0.042
O -3.222970 -0.635984 -0.929839 -1.323 -0.777 2.925
C -3.373741 -1.581991 0.213015 -2.285 -1.350 -4.265
C -3.828191 -0.882373 1.285029 -3.711 6.416 9.135
H -4.127306 -1.448910 2.330951 1.566 0.595 -2.679
H -4.846479 -0.282196 1.336523 1.679 -1.241 -1.482
C -2.798019 0.317128 1.740319 -0.031 -3.911 2.962
N -2.579601 1.289177 0.741768 10.170 -8.421 0.284
C -1.508690 1.264721 -0.108709 -3.688 7.792 -1.772
N -1.819182 2.555947 -0.850196 3.931 -3.691 -0.960
N -2.962928 3.024974 -0.504416 0.945 -4.498 3.276
N -3.305872 2.122441 0.479696 -13.125 12.145 -1.250
S -0.240281 0.252046 -0.173344 2.278 -2.253 -0.378
C 0.844859 1.058763 -1.465221 -1.030 6.176 8.933
H 1.052864 0.366110 -2.021422 2.046 -7.265 -6.669
C 2.106343 1.416663 -0.521680 -7.427 12.849 -2.985
O 2.160733 2.696479 -0.197037 -0.819 -3.708 -0.542
N 3.089590 0.756786 -0.306819 4.286 -9.169 2.460
C 2.895573 -0.730395 -0.374511 5.463 1.724 -7.321
C 4.197517 -1.316405 -0.021090 -6.166 0.995 10.791
H 4.031501 -2.237167 0.589600 0.525 0.303 -1.014
C 4.575593 -0.197848 1.230162 2.962 -3.108 -3.081
C 4.083005 1.060177 0.729147 5.625 -1.518 -8.769
H 3.864261 1.944364 1.040517 -1.568 4.989 3.674
H 5.010536 1.446197 -0.103000 -1.918 -0.659 2.318
H 5.645881 -0.503298 1.439249 -1.029 1.597 -0.065
H 4.027219 -0.361614 2.033755 -2.408 -1.901 3.964
H 4.935790 -1.322325 -0.589401 6.069 -0.130 -5.583
H 2.857852 -1.029422 -1.488847 -0.621 0.816 1.089
H 2.078896 -1.107555 -0.019393 -4.581 -1.886 3.100
H 0.247371 1.895677 -1.836920 0.806 0.084 0.067
H -1.804030 -0.177373 2.097168 -1.302 0.901 -1.292
H -3.134292 0.711477 2.728625 -0.183 0.400 -1.213
H -4.187453 -2.430232 0.087281 2.178 1.098 -0.779
H -2.398061 -1.799707 0.456080 2.279 -2.019 0.055
H -2.984259 -0.668200 -3.043057 -0.093 -2.279 3.034
H -3.744506 -2.182897 -2.041172 0.334 -0.219 -0.693

=====

# 3
25
Properties=species:S:1:pos:R:3:forces:R:3 method="wB97M-V/def2-TZVPD" lumo_ha="-0.14029 / -0.25573" multiplicity=3 homo_energy_ev="-10.465 / -12.366" charge=+1 s2=2.019 de_lowest_kj_mol=90.1
C 3.185888 0.500582 0.092049 1.735 -1.417 -0.970
C 3.298391 -0.880629 -0.150021 1.338 1.622 0.763
C 1.912224 1.038005 0.211271 -0.684 2.860 -0.599
C 0.792105 0.158141 0.142535 -0.985 1.174 1.659
C 1.014673 -1.182444 0.070502 -1.301 -4.096 -1.184
C -1.477654 -1.443384 0.702313 -0.310 -1.731 1.250
C -1.724882 -0.119294 0.184225 0.289 -0.358 -2.240
C -2.918850 0.585744 0.817452 1.265 1.099 -0.445
C -1.993359 -0.175174 -1.346652 1.148 -0.203 -0.848
N 2.240078 -1.712545 -0.140466 -1.137 2.386 0.465
N 1.544139 2.346156 0.276436 1.895 0.257 -1.378
O -0.412531 0.716735 0.370243 1.089 -0.749 -0.522
H 4.145185 1.080273 -0.035311 -1.471 -0.456 0.481
H 4.305660 -1.276693 -0.262390 -0.281 -0.205 -0.242
H -1.855549 -2.381756 0.188547 0.701 1.503 0.760
H -1.191657 -1.460761 1.777162 -0.347 -0.439 -0.884
H -2.654130 0.977076 1.818886 -0.718 -0.363 -0.475
H -3.709240 -0.136805 0.729251 -0.359 -0.413 0.863
H -3.260679 1.353434 0.110853 0.292 0.426 0.582
H -2.905524 -0.745845 -1.329677 -0.856 0.215 -0.497
H -1.314400 -0.894787 -1.944398 -0.520 1.494 1.120
H -2.108792 0.845577 -1.861157 0.121 -1.636 0.864
H 2.307315 -2.691085 -0.353714 0.213 -0.324 0.094
H 2.220807 3.105238 -0.067546 -1.520 -1.566 0.976
H 0.560789 2.394241 -0.000382 0.404 0.920 0.406

=====

# 4
28
Properties=species:S:1:pos:R:3:forces:R:3 method="wB97M-V/def2-TZVPD" lumo_ha="-0.38674 / -0.50762" multiplicity=2 homo_energy_ev="-18.758 / -18.758" charge=+3 s2=0.755
Sr -0.412349 2.483779 -2.308866 0.157 -1.255 -1.284
Sr -2.707468 -0.465141 -1.709099 1.103 -1.158 -2.228
F -1.749899 0.647248 -3.720762 -0.103 0.998 2.499
F -0.417096 0.209074 -1.126079 -0.524 0.896 0.212
C 2.014723 -0.424656 1.391650 -2.809 1.173 -1.781
O 2.757563 -1.098034 2.117758 1.949 -1.204 1.378
N 2.071787 -0.442664 0.074234 2.870 -1.034 -0.851
N 0.968690 0.252470 1.781284 -1.072 0.729 1.419
H 1.260538 -0.224423 -0.486433 -0.167 0.104 -0.234
H 2.925747 -0.785641 -0.341980 -0.061 -0.081 -0.420
H 0.463998 0.582056 0.970878 -0.577 0.526 0.512
H 0.557339 0.249802 2.703720 0.178 -0.096 0.027
C -0.717909 -3.146840 -1.785600 -1.473 -0.905 -0.679
O -1.489435 -2.542524 -2.551791 -0.760 1.313 0.377
N 0.011591 -2.571130 -0.864740 1.929 2.704 2.208
N -0.653258 -4.442206 -1.690307 0.049 -2.908 -0.587
H 0.703999 -3.076636 -0.330764 -0.269 0.045 -0.134
H -0.000275 -1.564349 -0.785029 0.066 -0.419 -0.345
H -1.182353 -5.073727 -2.274547 0.050 0.265 -0.160
H 0.020259 -4.870722 -1.071549 -0.245 -0.122 -0.198
C -0.264811 3.165380 1.021139 -1.036 -0.189 1.090
O 0.239296 2.856373 -0.032571 1.343 -0.638 -3.461
N 0.268738 3.611757 2.070220 4.424 2.276 3.294
N -1.501987 2.938628 1.340271 -5.504 -1.669 -1.702
H -0.368649 3.809974 2.828202 1.190 0.345 0.385
H 1.251326 3.845236 2.081208 -0.099 0.293 0.473
H -1.945318 3.381715 2.132247 -0.238 -0.149 -0.306
H -2.104786 2.695200 0.567306 -0.370 0.163 0.497